This record from OMol25 describes a structure of composition C7H23BrN7O4 at a distorted geometry. The level of theory is the ωB97M-V functional and the def2-TZVPD basis.

```
! RIJCOSX wB97M-V def2-TZVPD def2/J DEFGRID3
* xyz -1 1
Br -0.49 -0.40 -0.74
O -1.49 3.56 -2.33
O 3.32 1.71 -1.66
O 0.23 1.41 2.51
O 0.76 -4.37 -2.77
N 1.38 0.71 -1.94
N 0.87 -2.09 -2.13
N -1.79 1.38 -2.33
N -0.90 -3.28 -1.63
N -2.24 0.26 1.71
N 2.37 0.64 0.05
N -0.74 2.27 -0.70
C 2.42 1.02 -1.24
C -1.44 -1.94 2.38
C 0.11 0.06 2.35
C 0.25 -3.32 -2.19
C 1.48 1.98 2.08
C -1.35 -0.42 2.66
C -1.33 2.48 -1.84
H -2.02 1.24 1.81
H 0.38 -1.38 -1.62
H 0.59 -0.25 1.42
H 2.40 1.53 2.46
H -1.37 -4.15 -1.45
H 1.40 1.04 -2.89
H -0.89 -2.16 1.46
H -2.37 1.23 -3.14
H 2.98 0.95 0.79
H -2.43 -2.40 2.28
H -0.32 3.00 -0.14
H -1.25 -2.43 -1.21
H 1.57 2.22 1.02
H 0.65 -0.52 3.10
H 1.61 2.95 2.56
H -0.96 -2.53 3.16
H -0.53 1.33 -0.41
H -1.70 0.02 0.89
H -1.74 -0.16 3.65
H 1.59 0.03 0.26
H 0.56 0.18 -1.73
H -1.36 0.53 -1.97
H 1.79 -1.94 -2.53
*
```

Calculated values
* energy: -96293.3627 eV
* HOMO energy: -6.10 eV
* Kohn-Sham gap: 9.0 eV